Computed, not measured: C19H31ClMnN7O5Se as an isolated structure, with wB97M-V/def2-TZVPD.

```
65
C19H31ClMnN7O5Se | OMol25 | wB97M-V/def2-TZVPD
Se 1.214 -2.311 -2.457
Mn -0.040 -0.354 0.139
Cl -1.571 -3.998 2.849
O -0.100 0.458 2.126
O -0.325 -2.104 1.001
O 0.864 -3.570 -0.188
O 2.125 -0.445 0.196
O 0.526 1.641 -0.151
N -0.758 0.989 -2.827
N -4.252 -0.646 1.351
N 1.190 -1.755 -4.122
N -4.119 -1.284 -0.976
N 0.264 -0.896 -1.865
N -4.240 1.055 -0.361
N -2.186 -0.214 0.088
C 1.839 1.711 -0.721
C 0.229 0.118 -5.367
C -2.677 -1.212 -0.918
C 0.070 -3.278 0.709
C -4.630 0.039 -1.342
C -0.976 1.635 -3.937
C -2.795 1.107 -0.280
C 2.778 0.813 0.049
C -4.636 -1.640 0.349
C -0.462 -4.441 1.533
C 2.836 -1.317 1.086
C -0.500 1.247 -5.229
C -0.103 -0.285 3.351
C 0.497 -0.637 -4.185
C -2.809 -0.582 1.414
C 0.265 2.486 0.971
C -0.017 -0.152 -2.934
C -4.773 0.656 0.943
C 0.474 1.748 2.276
H -0.743 1.870 -6.079
H -0.483 -1.277 3.133
H 3.010 1.228 1.037
H 2.188 2.745 -0.723
H 0.608 -0.232 -6.318
H -0.025 2.289 3.086
H -4.235 -2.612 0.640
H -2.409 -1.543 1.721
H -5.723 -1.707 0.302
H 2.421 -2.308 0.957
H -2.523 1.819 0.502
H -0.742 0.218 4.080
H -0.774 2.795 0.874
H -5.861 0.610 0.885
H -4.235 0.313 -2.323
H 3.717 0.680 -0.494
H -1.575 2.537 -3.856
H -2.515 0.189 2.127
H -2.257 -2.184 -0.655
H 1.730 1.372 -1.749
H 1.532 1.649 2.543
H -5.718 0.001 -1.402
H 0.891 3.379 0.922
H -2.299 -0.911 -1.894
H -0.985 -5.116 0.860
H -2.364 1.423 -1.226
H -4.495 1.403 1.688
H 0.381 -4.980 1.957
H 3.893 -1.325 0.816
H 2.724 -0.971 2.117
H 0.913 -0.355 3.748
```

Results
Multiplicity: 2
LUMO (alpha / beta): -3.897 / -3.904 eV
Total charge: +1
Energy above the lowest of the compared OMol25 structures with the same formula, charge and spin: 0.00 kcal per mole

The Mulliken scheme yields these atomic charges, measured in e: 0.407, 0.898, -0.165, 0.562, 0.071, -0.686, 0.110, -0.219, 0.122, 0.199, -0.861, 0.057, -0.142, 0.141, 2.387, -0.782, -0.517, -0.874, 0.014, -0.627, -0.410, -0.553, -0.679, -0.626, -0.714, -0.883, -0.742, -1.018, 0.212, -0.477, -0.687, 0.445, -0.734, -0.838, 0.429, 0.197, 0.323, 0.528, 0.516, 0.573, 0.334, -0.364, 0.359, 0.175, 0.446, 0.351, 0.186, 0.353, 0.322, 0.635, 0.510, 0.100, -0.063, 0.150, 0.209, 0.336, 0.544, 0.204, 0.356, -0.724, 0.292, 0.377, 0.371, 0.267, 0.319


Computed, not measured: an isolated ion of composition C6H11N3 and charge +2 at a distorted geometry, with wB97M-V/def2-TZVPD.

```
20
C6H11N3 | OMol25 | wB97M-V/def2-TZVPD
N -0.168 -0.123 0.557
N 0.638 0.477 -1.473
N -1.392 -0.277 0.038
C 1.787 0.641 -2.315
C -1.627 0.136 -1.176
C 0.817 0.131 -0.193
C -0.554 0.516 -2.005
C 0.062 -0.423 2.005
C -1.241 -0.753 2.768
H -1.540 -1.789 2.564
H -2.579 0.041 -1.599
H 2.527 -0.128 -2.261
H -0.565 0.866 -3.021
H -1.951 -0.095 2.542
H 1.718 0.052 0.342
H 0.513 0.372 2.534
H 2.325 1.495 -1.893
H 0.757 -1.198 2.132
H 1.480 0.835 -3.343
H -1.008 -0.777 3.798
```

Results
LUMO: -11.108 eV
Total charge: +2
Structure (SMILES): CC[n+]1c[n+](C)ccn1
Energy above the lowest of the compared OMol25 structures with the same formula, charge and spin: 68.89 kcal per mole

The Mulliken scheme yields these atomic charges, measured in e: 0.467, 0.074, -0.439, -0.737, -0.470, -0.029, 0.274, -0.400, -1.440, 0.382, 0.478, 0.385, 0.468, 0.479, 0.547, 0.424, 0.417, 0.453, 0.248, 0.421


Computed, not measured: C42H44P2V as an isolated structure at a distorted geometry, with wB97M-V/def2-TZVPD.

```
89
C42H44P2V | OMol25 | wB97M-V/def2-TZVPD
V 0.318 0.812 -0.505
P 1.298 0.224 -2.386
P 0.862 2.921 -0.747
C -0.779 -4.023 3.155
C 2.729 2.618 -5.381
C 1.125 -2.101 1.764
C 3.210 0.326 -5.996
C 2.530 5.021 -1.302
C -0.560 -0.951 3.384
C 2.414 -2.303 -1.776
C -4.375 -4.057 1.968
C 0.404 2.149 1.853
C -1.649 -1.673 3.598
C -5.497 -4.414 4.090
C 2.533 -3.673 -1.996
C 0.509 6.542 -2.511
C 0.206 2.353 3.227
C 0.015 4.536 1.454
C 1.773 7.102 -2.284
C -0.153 3.627 3.698
C 2.420 1.967 -0.532
C 1.636 -4.326 -2.853
C 0.139 -2.997 1.085
C 1.239 4.495 -1.460
C 0.382 3.269 0.994
C -5.040 -2.142 3.373
C 3.327 1.698 -6.254
C 0.808 -1.518 3.163
C 0.239 5.235 -2.116
C -0.830 -3.668 1.689
C 2.784 6.334 -1.696
C 1.945 0.800 -3.982
C 2.530 -0.112 -4.865
C -4.391 -2.633 2.181
C 2.023 2.172 -4.262
C -1.543 -3.081 4.096
C 0.606 -3.609 -3.472
C 2.597 0.752 -1.190
C -1.318 0.757 -1.881
C 0.492 -2.242 -3.272
C -3.698 -1.779 1.316
C -4.882 -4.920 2.929
C 1.437 -1.583 -2.464
C -5.566 -3.025 4.304
C -0.259 4.714 2.815
H -0.059 5.381 0.762
H -5.131 -1.055 3.501
H -0.741 4.791 -2.291
H -1.632 -4.153 1.122
H -1.927 0.073 -1.250
H 3.184 2.410 0.108
H -0.109 -4.120 -4.124
H 3.316 4.409 -0.869
H -0.664 0.134 3.261
H -4.830 -6.000 2.766
H 0.632 1.123 1.427
H 1.551 2.895 -3.596
H -1.010 -3.089 5.059
H 1.739 -5.395 -3.030
H 3.776 6.757 -1.539
H 3.328 -4.231 -1.502
H -1.175 -5.049 3.300
H 3.093 -1.800 -1.084
H 1.021 -2.296 3.913
H 3.669 -0.398 -6.670
H -0.303 -1.663 -3.749
H 0.269 -4.082 3.493
H -2.657 -1.280 3.476
H -3.961 -4.426 1.022
H -6.048 -2.644 5.210
H -1.314 0.401 -2.930
H 1.538 -0.715 3.343
H 2.827 3.688 -5.584
H -2.548 -3.478 4.273
H -3.245 -2.155 0.407
H 3.516 0.166 -1.133
H 2.477 -1.179 -4.661
H 1.974 8.144 -2.572
H -1.679 1.802 -1.840
H 3.888 2.045 -7.132
H -0.333 3.752 4.760
H 1.328 -1.269 1.050
H 2.088 -2.624 1.860
H -3.660 -0.712 1.525
H 0.220 -3.028 -0.011
H -0.536 5.694 3.192
H 0.330 1.549 3.956
H -5.918 -5.107 4.818
H -0.270 7.136 -2.987
```

Results
Multiplicity: 4
LUMO (alpha / beta): -0.711 / -1.406 eV

The Mulliken scheme yields these atomic charges, measured in e: -0.238, 1.237, 1.144, -0.977, -0.792, 0.476, -0.735, -0.232, -0.516, -0.301, -0.597, 0.373, -0.245, -0.573, -0.629, -0.816, -0.724, -0.659, -0.476, -0.757, -0.832, -0.517, -0.345, 0.326, 0.969, -0.433, -0.490, -1.219, -0.042, -0.095, -0.715, 0.569, -0.441, 0.960, -0.029, -0.891, -0.712, -1.138, -1.651, -0.279, -1.471, -0.541, 0.769, -0.432, -0.669, 0.324, 0.313, 0.482, 0.349, 0.633, 0.697, 0.426, 0.361, 0.382, 0.341, -0.306, 0.275, 0.502, 0.406, 0.402, 0.409, 0.462, 0.076, 0.691, 0.411, 0.348, 0.460, 0.305, 0.406, 0.344, 0.498, 0.432, 0.431, 0.056, 0.256, 0.770, 0.304, 0.385, 0.310, 0.367, 0.407, -0.664, 0.374, 0.267, 0.139, 0.408, 0.411, 0.319, 0.416


Computed, not measured: a 3-piece molecular cluster, C7H17N overall at a distorted geometry, with wB97M-V/def2-TZVPD.

```
25
C7H17N | OMol25 | wB97M-V/def2-TZVPD
N 1.552 0.329 0.670
C 0.975 1.487 0.932
C -0.058 -1.609 0.751
C -0.179 1.773 1.665
C -1.773 2.548 -1.365
C 1.108 -0.832 1.406
C 0.025 -1.539 -0.782
C 1.185 -2.402 -1.339
H 0.278 -0.458 -1.037
H -0.993 -1.161 1.076
H 1.030 -3.486 -1.037
H 1.533 2.405 0.581
H -1.422 0.010 -0.428
H -0.980 -1.884 -1.247
H -0.369 2.803 1.886
H -0.040 -2.664 1.123
H -1.052 3.088 -2.016
H -0.862 0.991 2.068
H 0.757 -0.559 2.465
H -1.207 1.791 -0.684
H -2.541 2.067 -1.999
H 2.139 -2.120 -0.987
H 1.215 -2.387 -2.455
H -2.313 3.322 -0.754
H 1.991 -1.515 1.507
```

Results
LUMO: -2.607 eV
Energy above the lowest of the compared OMol25 structures with the same formula, charge and spin: 181.88 kcal per mole

The Mulliken scheme yields these atomic charges, measured in e: -0.478, 0.224, -0.557, -0.694, -0.844, -0.618, -0.380, -1.341, 0.301, 0.338, 0.301, 0.301, 0.039, 0.322, 0.325, 0.389, 0.256, 0.192, 0.341, -0.054, 0.273, 0.339, 0.360, 0.273, 0.392


Computed, not measured: a 2-piece molecular cluster, C4H9NO overall at a distorted geometry, with wB97M-V/def2-TZVPD.

```
15
C4H9NO | OMol25 | wB97M-V/def2-TZVPD
O 0.730 1.491 -0.183
N -0.508 -0.374 1.800
C -0.181 -1.474 0.891
C -1.711 0.044 1.773
C 1.583 0.896 -2.282
C 0.629 0.830 -1.353
H -0.311 0.305 -1.500
H 0.392 1.061 0.616
H 2.599 1.131 -1.992
H -1.884 0.798 2.534
H 0.899 -1.551 0.788
H 1.289 0.899 -3.322
H -0.492 -2.413 1.353
H -2.368 -0.270 0.958
H -0.666 -1.374 -0.081
```

Results
LUMO: 0.763 eV
Structure (SMILES): C=CO.C=NC
Energy above the lowest of the compared OMol25 structures with the same formula, charge and spin: 74.62 kcal per mole

The Mulliken scheme yields these atomic charges, measured in e: -0.510, -0.513, -0.787, -0.205, -0.788, 0.082, 0.321, 0.392, 0.259, 0.289, 0.292, 0.245, 0.340, 0.275, 0.306


Computed, not measured: an isolated ion of composition C7H9N2O and charge +1 at a distorted geometry, with wB97M-V/def2-TZVPD.

```
19
C7H9N2O | OMol25 | wB97M-V/def2-TZVPD
O 3.108 0.433 -1.822
N 1.900 0.847 -2.006
N -1.398 0.850 0.409
C -0.111 0.906 -0.776
C 2.090 -0.058 0.074
C 3.271 -0.105 -0.602
C 1.201 0.577 -0.870
C -1.441 1.414 -0.952
C -1.100 -1.355 1.459
C -2.029 -0.368 0.771
H -0.589 -0.873 2.290
H -1.676 -2.188 1.858
H 1.860 -0.381 1.071
H -2.813 -0.055 1.476
H -0.369 -1.748 0.759
H -2.057 0.926 -1.719
H -2.524 -0.838 -0.094
H -1.568 2.497 -0.979
H 4.244 -0.481 -0.347
```

Results
LUMO (alpha / beta): -6.943 / -6.943 eV
Total charge: +1
Structure (SMILES): CC[N+]1=C(c2ccon2)C1
Energy above the lowest of the compared OMol25 structures with the same formula, charge and spin: 156.21 kcal per mole

The Mulliken scheme yields these atomic charges, measured in e: -0.042, -0.223, -0.187, 0.104, -0.112, -0.600, 0.688, -0.375, -1.124, -0.300, 0.304, 0.382, 0.463, 0.351, 0.306, 0.312, 0.308, 0.264, 0.481


Computed, not measured: an isolated ion of composition C3H7N2O and charge +1 at a distorted geometry, with wB97M-V/def2-TZVPD.

```
13
C3H7N2O | OMol25 | wB97M-V/def2-TZVPD
O -1.737 -0.648 0.281
N -0.477 -1.007 -0.223
N -0.043 1.160 0.070
C 0.444 -0.009 -0.014
C -2.113 0.519 -0.136
C 1.871 -0.406 0.089
H 2.492 0.281 -0.481
H -0.270 -1.988 -0.086
H 2.164 -0.328 1.139
H 0.455 2.015 0.248
H -2.805 1.026 0.525
H -2.017 0.816 -1.175
H 2.035 -1.431 -0.237
```

Results
LUMO (alpha / beta): -4.968 / -4.969 eV
Total charge: +1
Energy above the lowest of the compared OMol25 structures with the same formula, charge and spin: 89.85 kcal per mole

The Mulliken scheme yields these atomic charges, measured in e: -0.119, -0.236, -0.477, 0.745, -0.016, -1.052, 0.337, 0.311, 0.322, 0.227, 0.324, 0.301, 0.332


Computed, not measured: one molecule with the formula C20H27N5O3, with wB97M-V/def2-TZVPD.

```
55
C20H27N5O3 | OMol25 | wB97M-V/def2-TZVPD
O 3.342 -1.332 2.010
O 3.043 2.159 -0.679
O 1.801 -1.407 -2.723
N -2.182 -1.571 -0.173
N 2.099 1.637 1.318
N 3.839 -0.460 -0.023
N -0.162 2.053 1.799
N 0.592 -1.179 -0.848
C 3.510 -0.382 1.272
C -1.751 3.659 -1.065
C 2.684 -2.510 -0.815
C -1.115 -2.226 0.553
C -2.801 -0.460 0.535
C 1.648 -1.666 -1.541
C 0.557 3.274 -1.609
C 3.353 1.069 1.773
C -0.321 2.622 0.561
C -4.997 -1.685 0.736
C -1.749 -1.283 -1.524
C 0.994 1.604 2.109
C -0.686 3.744 -1.963
C 3.999 -1.726 -0.710
C -0.448 -0.469 -1.575
C 0.204 -1.431 0.522
C 0.753 2.708 -0.345
C -3.886 -0.966 1.489
C -1.578 3.106 0.183
C 2.051 2.173 0.030
H 4.379 -1.512 -1.709
H -0.950 -3.206 0.093
H 2.866 -3.392 -1.432
H -2.390 3.030 0.889
H 3.835 0.392 -0.575
H -0.109 -0.337 -2.602
H -4.575 -2.499 0.154
H 0.976 -1.958 1.077
H -2.541 -0.750 -2.052
H 4.169 1.682 1.383
H 1.397 3.321 -2.284
H 4.728 -2.330 -0.160
H 2.376 -2.834 0.174
H -0.604 0.512 -1.115
H -2.076 0.143 1.102
H 3.370 1.064 2.864
H 0.045 -0.465 1.013
H -4.294 -0.112 2.035
H -0.841 4.179 -2.938
H -3.267 0.195 -0.205
H -5.731 -2.090 1.429
H -3.445 -1.646 2.219
H -1.422 -2.378 1.588
H 1.120 1.150 3.083
H -1.583 -2.241 -2.028
H -5.503 -1.002 0.058
H -2.723 4.030 -1.356
```

Results
LUMO: 0.135 eV
Structure (SMILES): CCCN1CCN(C(=O)CCNC(=O)Cn2cnc3ccccc3c2=O)CC1
Energy above the lowest of the compared OMol25 structures with the same formula, charge and spin: 22.73 kcal per mole

The Mulliken scheme yields these atomic charges, measured in e: -0.669, -0.781, -0.735, 0.362, 0.188, -0.004, -0.533, 0.361, 0.667, -0.473, -0.592, -1.609, -0.209, 0.763, -0.615, -1.216, 0.687, -1.258, -1.427, -0.195, -0.647, -1.009, 0.205, 0.210, 0.246, -0.640, -0.219, 0.312, 0.452, 0.391, 0.438, 0.483, 0.361, 0.507, 0.308, 0.612, 0.499, 0.388, 0.491, 0.385, 0.293, -0.428, -0.198, 0.519, -0.485, 0.409, 0.431, 0.566, 0.407, 0.265, 0.381, 0.264, 0.387, 0.285, 0.419